{"formula": "C40H32B2InN8O24", "method": "the ωB97M-V functional and the def2-TZVPD basis", "homo_lumo_gap_ev": 1.77, "max_force_ha_per_bohr": 0.114, "spin_multiplicity": 1, "e_above_lowest_ev": 2.725, "total_charge": 1, "species": ["In", "O", "C", "O", "B", "O", "C", "O", "O", "C", "O", "C", "O", "O", "O", "C", "O", "B", "O", "C", "O", "O", "C", "O", "C", "O", "O", "C", "C", "N", "H", "H", "H", "C", "C", "N", "H", "H", "H", "C", "C", "N", "H", "H", "H", "C", "C", "N", "H", "H", "H", "C", "C", "C", "C", "C", "C", "N", "O", "O", "H", "H", "H", "H", "H", "C", "C", "C", "C", "C", "C", "N", "O", "O", "H", "H", "H", "H", "H", "C", "C", "C", "C", "C", "C", "N", "O", "O", "H", "H", "H", "H", "H", "C", "C", "C", "C", "C", "C", "N", "O", "O", "H", "H", "H", "H", "H"], "coordinates": [[0.605, 0.934, 7.551], [-3.303, 2.245, -0.540], [-2.313, 1.826, 0.049], [-2.268, 1.199, 1.144], [-0.878, 0.774, 1.505], [-0.098, 1.471, 0.411], [-0.884, 2.002, -0.472], [-0.492, 2.586, -1.455], [-0.694, -0.672, 1.502], [-0.198, -1.123, 2.692], [0.039, -2.282, 3.031], [-0.154, 0.160, 3.592], [-0.453, 1.203, 2.878], [0.152, 0.181, 4.774], [-4.344, -1.725, 1.203], [-4.550, -0.946, 2.138], [-4.290, -1.199, 3.509], [-4.615, -0.006, 4.306], [-5.256, 0.945, 3.354], [-5.211, 0.490, 2.124], [-5.557, 1.078, 1.039], [-5.494, -0.287, 5.506], [-4.689, -0.191, 6.594], [-5.037, -0.565, 7.710], [-3.258, 0.273, 6.165], [-3.301, 0.536, 4.881], [-2.250, 0.488, 6.852], [3.483, -2.279, 3.863], [3.055, -1.765, 5.142], [2.769, -1.363, 6.211], [3.275, -3.343, 3.977], [4.545, -2.148, 3.653], [2.969, -1.722, 3.079], [2.592, 2.114, 0.081], [2.887, 1.258, 1.287], [3.123, 0.637, 2.245], [3.579, 2.558, -0.055], [1.793, 2.832, 0.264], [2.366, 1.433, -0.740], [-2.406, -3.767, 3.989], [-2.418, -5.209, 4.359], [-2.409, -6.307, 4.661], [-3.362, -3.414, 4.377], [-2.213, -3.582, 2.933], [-1.620, -3.320, 4.598], [-1.941, 2.552, -4.768], [-3.269, 2.593, -4.154], [-4.297, 2.595, -3.682], [-1.587, 1.537, -4.950], [-1.239, 3.233, -4.287], [-2.072, 2.951, -5.774], [-2.365, -4.358, -0.868], [-2.107, -3.000, -0.775], [-1.889, -2.227, -1.902], [-1.919, -2.857, -3.141], [-2.406, -4.193, -3.279], [-2.540, -4.966, -2.148], [-1.572, -2.137, -4.402], [-1.072, -1.061, -4.313], [-1.822, -2.627, -5.514], [-2.625, -5.001, -0.040], [-2.131, -2.574, 0.217], [-1.553, -1.223, -1.686], [-2.530, -4.641, -4.254], [-2.826, -6.005, -2.210], [2.275, 1.385, -3.710], [3.185, 0.327, -3.649], [3.380, -0.579, -4.732], [2.699, -0.330, -5.937], [1.889, 0.845, -6.049], [1.744, 1.740, -4.939], [2.701, -1.251, -7.102], [3.744, -1.824, -7.295], [1.628, -1.328, -7.732], [2.051, 2.001, -2.851], [3.552, 0.097, -2.659], [4.116, -1.367, -4.680], [1.477, 1.125, -7.007], [1.044, 2.546, -5.101], [-0.475, 6.961, 0.136], [-0.786, 5.670, 0.628], [0.160, 5.012, 1.490], [1.264, 5.682, 1.968], [1.641, 6.974, 1.370], [0.714, 7.580, 0.532], [2.270, 4.987, 2.814], [1.770, 4.169, 3.576], [3.442, 5.262, 2.765], [-1.192, 7.468, -0.492], [-1.735, 5.236, 0.347], [-0.096, 3.989, 1.722], [2.478, 7.573, 1.698], [0.875, 8.596, 0.203], [4.059, -2.131, 0.221], [2.670, -2.058, 0.039], [2.056, -2.604, -1.057], [2.820, -3.107, -2.140], [4.173, -3.230, -1.924], [4.825, -2.735, -0.753], [2.107, -3.591, -3.358], [2.843, -4.088, -4.224], [0.881, -3.511, -3.504], [4.554, -1.636, 1.044], [2.078, -1.536, 0.776], [0.986, -2.486, -1.144], [4.778, -3.687, -2.694], [5.898, -2.740, -0.634]]}